Density functional theory data (ωB97M-V/def2-TZVPD) for a molecular structure, C19H27N5O7Ti at a distorted geometry.

Element x y z (Å)
Ti  -0.401  0.576  0.463
O  -2.365  1.409  1.878
C  -2.620  2.757  1.526
C  -2.487  2.991  0.029
N  -1.148  2.631  -0.447
C  -1.094  2.312  -1.873
C  0.143  1.475  -2.183
O  0.597  1.385  -3.304
O  0.656  0.885  -1.130
C  -0.124  3.586  -0.027
C  0.504  3.210  1.317
O  1.154  4.020  1.948
O  0.282  1.982  1.666
H  -2.971  0.838  1.351
H  -1.911  3.365  2.089
H  -3.626  3.055  1.843
H  -2.705  4.045  -0.198
H  -3.204  2.365  -0.501
H  -1.086  3.198  -2.519
H  -1.961  1.695  -2.113
H  -0.521  4.605  0.040
H  0.683  3.593  -0.761
C  3.300  0.771  -0.155
N  2.438  0.262  0.887
C  2.759  0.852  2.172
C  2.444  -1.190  0.930
C  1.338  -1.704  1.811
C  1.537  -2.815  2.622
C  0.496  -3.336  3.379
C  -0.750  -2.727  3.327
C  -0.933  -1.606  2.522
C  0.100  -1.059  1.757
H  4.359  0.505  0.018
H  3.227  1.859  -0.195
H  2.985  0.374  -1.120
H  3.788  0.596  2.487
H  2.063  0.498  2.930
H  2.661  1.936  2.118
H  3.423  -1.599  1.248
H  2.252  -1.543  -0.087
H  2.517  -3.283  2.650
H  0.658  -4.210  4.001
H  -1.578  -3.120  3.907
H  -1.919  -1.153  2.496
O  -4.071  0.180  -1.110
N  -3.583  -0.188  -0.074
O  -1.840  -0.138  -0.223
C  -0.096  -2.930  -4.783
N  -0.186  -2.830  -3.344
C  -1.019  -3.544  -2.510
C  -0.795  -3.057  -1.256
N  0.153  -2.071  -1.299
C  0.494  -1.960  -2.555
H  -0.709  -3.766  -5.115
H  0.934  -3.111  -5.093
H  -0.457  -2.018  -5.259
H  -1.695  -4.290  -2.892
H  -1.275  -3.326  -0.328
H  1.187  -1.234  -2.956

Results
<S²>: 0.75
Molar mass, g mol⁻¹: 485.3
Gap between HOMO and LUMO (spin up / spin down), eV: 6.924 / 8.283
Total charge: -1
Multiplicity: 2
LUMO (spin up / spin down), hartree: 0.1029 / 0.1028

natural (NBO) population analysis, charges in e, atoms 1 to 5: number 1, Ti, carries 1.934; number 2, O, carries -0.725; number 3, C, carries -0.067; number 4, C, carries -0.245; number 5, N, carries -0.467